{
  "formula": "C4H10O2",
  "method": "ωB97M-V with the def2-TZVPD basis set",
  "homo_ev": -7.566,
  "gap_ev": 4.54,
  "relative_energy_ev": 5.6154,
  "mol_weight_g_mol": 90.122,
  "symbols": ["C", "C", "C", "C", "H", "H", "H", "H", "H", "H", "H", "H", "O", "H", "H", "O"],
  "xyz": [[0.360546, 1.116060, -0.033965], [-1.051163, 1.026568, 0.166367], [-1.619885, -0.255788, 0.040648], [-2.935436, -0.482505, -0.096830], [0.740535, 0.925096, -1.044105], [0.709835, 2.059809, 0.387891], [0.824396, 0.313651, 0.585117], [-0.941546, -1.107240, 0.005494], [-3.348730, -1.481401, -0.090007], [-3.596514, 0.363747, -0.283131], [-1.699133, 1.893762, 0.074747], [3.555035, 0.301597, 1.071232], [2.849615, 0.340845, 0.418248], [2.194802, -2.403334, -0.718951], [2.293439, -0.978556, 0.025823], [1.664201, -1.632307, -0.508584]],
  "atomic_forces_ev_per_a": [[-0.5, 1.2, 2.2], [0.3, -0.7, -3.0], [-0.1, -1.0, 0.4], [-0.3, 0.7, -0.1], [0.0, -0.3, 0.0], [0.4, 0.1, -0.6], [0.7, 0.0, -0.3], [0.2, 0.2, 0.3], [0.0, 0.0, -0.3], [-0.2, -0.2, 0.4], [-0.1, 0.1, 0.9], [0.0, 0.0, 0.0], [-0.2, -0.1, 0.3], [0.0, 0.0, 0.0], [-0.3, 0.2, -0.7], [-0.1, -0.1, 0.4]],
  "lowdin_charge": [-0.094, 0.017, -0.137, 0.132, 0.145, 0.100, 0.091, 0.117, 0.082, 0.083, 0.133, -0.063, -0.377, -0.002, -0.036, -0.191]
}

{
  "formula": "C29H33BN3OP",
  "method": "ωB97M-V with the def2-TZVPD basis set",
  "homo_ev": -9.058,
  "smiles": "CB(O)[C@@](C#N)(CC#N)[PH2]=N.c1ccccc1.c1ccccc1.c1ccccc1.c1ccccc1",
  "gap_ev": 8.81,
  "mol_weight_g_mol": 481.389,
  "symbols": ["C", "B", "O", "C", "C", "N", "C", "C", "N", "P", "N", "H", "H", "H", "H", "H", "H", "H", "H", "H", "C", "C", "C", "C", "C", "C", "H", "H", "H", "H", "H", "H", "C", "C", "C", "C", "C", "C", "H", "H", "H", "H", "H", "H", "C", "C", "C", "C", "C", "C", "H", "H", "H", "H", "H", "H", "C", "C", "C", "C", "C", "C", "H", "H", "H", "H", "H", "H"],
  "xyz": [[-3.622142, -2.598057, 1.096270], [-3.090167, -1.313056, 0.308688], [-3.097759, -1.332790, -1.104556], [-2.517105, -0.048080, 1.135847], [-2.852595, -0.222544, 2.595456], [-3.314101, -0.299161, 3.620098], [-0.914400, -0.054011, 0.926111], [-0.298904, 0.441770, 2.225274], [0.113103, 0.660428, 3.251484], [-3.145823, 1.611181, 0.559744], [-4.713405, 1.689745, 0.369107], [-3.794589, -3.429933, 0.380330], [-2.855588, -2.975002, 1.813367], [-4.550429, -2.378769, 1.667426], [-2.154150, -1.365005, -1.346428], [-0.601148, -1.095631, 0.723785], [-0.614327, 0.607967, 0.091243], [-2.532435, 1.975209, -0.681071], [-2.733956, 2.564148, 1.533024], [-4.886087, 1.953539, -0.601645], [-1.046707, 5.466814, -4.421640], [0.157920, 5.027716, -3.887002], [0.213975, 3.824233, -3.196745], [-0.936441, 3.061868, -3.037907], [-2.142764, 3.504885, -3.564483], [-2.197775, 4.706679, -4.257814], [-1.088820, 6.402455, -4.965577], [1.054107, 5.623919, -4.009161], [1.154359, 3.480124, -2.782394], [-0.892114, 2.120849, -2.501253], [-3.041373, 2.912565, -3.435240], [-3.137801, 5.051552, -4.670637], [1.373482, -2.846815, 2.769340], [0.163048, -3.508125, 2.936624], [0.091859, -4.884157, 2.757485], [1.231027, -5.598146, 2.407056], [2.439388, -4.935167, 2.231485], [2.511510, -3.559811, 2.413957], [1.429311, -1.774680, 2.916256], [-0.726223, -2.949450, 3.208766], [-0.851348, -5.400392, 2.891385], [1.176876, -6.671198, 2.269654], [3.326471, -5.491431, 1.952395], [3.454362, -3.043069, 2.278935], [0.206971, 4.446793, 2.050040], [0.012298, 5.221406, 3.185900], [-0.201625, 6.588344, 3.065293], [-0.217070, 7.181356, 1.808619], [-0.013859, 6.407879, 0.673112], [0.196723, 5.040486, 0.793166], [0.367692, 3.378966, 2.143864], [0.026533, 4.759050, 4.165524], [-0.356737, 7.192456, 3.950944], [-0.386647, 8.247085, 1.714803], [-0.020380, 6.870789, -0.306699], [0.353018, 4.436656, -0.093756], [4.680528, -4.781410, -1.262572], [5.427659, -5.322147, -2.301130], [4.788340, -5.927049, -3.375562], [3.401316, -5.995073, -3.409627], [2.654570, -5.462220, -2.366723], [3.293693, -4.853995, -1.293830], [5.179361, -4.303700, -0.427475], [6.509544, -5.271423, -2.273541], [5.371139, -6.345840, -4.187013], [2.902506, -6.464691, -4.248746], [1.572746, -5.520405, -2.390195], [2.711359, -4.436477, -0.481435]],
  "atomic_forces_ev_per_a": [[0.3, -0.1, -0.5], [-1.3, -0.8, -0.3], [1.2, 0.1, 1.5], [1.4, 0.2, 0.6], [0.8, 0.7, -4.3], [-0.9, -0.3, 2.8], [-0.4, 0.5, 1.4], [-1.2, -1.6, -4.0], [1.1, 0.8, 2.4], [-2.3, 0.7, -0.5], [0.8, -0.2, -0.2], [-0.1, 0.6, 0.4], [-0.5, 0.4, -0.2], [0.6, -0.1, -0.2], [-0.4, 0.3, -0.6], [0.3, 0.6, 0.3], [-0.2, -0.4, 0.4], [0.7, -0.4, 0.7], [0.7, -0.6, -0.1], [-0.3, -0.2, 0.3], [0.0, 0.0, 0.0], [0.0, 0.0, 0.0], [0.0, 0.0, 0.0], [0.0, 0.1, 0.0], [0.0, 0.0, 0.0], [0.0, 0.0, 0.0], [0.0, 0.0, 0.0], [0.0, 0.0, 0.0], [0.0, 0.0, 0.0], [0.0, 0.0, 0.0], [0.0, 0.0, 0.0], [0.0, 0.0, 0.0], [0.0, 0.1, -0.1], [0.0, 0.0, -0.1], [0.0, 0.0, 0.0], [0.0, 0.0, 0.0], [0.0, 0.0, 0.0], [0.0, 0.0, 0.0], [0.0, 0.0, 0.1], [0.0, 0.0, 0.1], [0.0, 0.0, 0.0], [0.0, 0.0, 0.0], [0.0, 0.0, 0.0], [0.0, 0.0, 0.0], [0.0, 0.0, -0.1], [0.0, 0.0, 0.0], [0.0, 0.0, 0.0], [0.0, 0.0, 0.0], [0.0, 0.0, 0.0], [0.0, 0.0, 0.1], [0.0, 0.0, 0.1], [0.0, 0.0, 0.0], [0.0, 0.0, 0.0], [0.0, 0.0, 0.0], [0.0, 0.0, 0.0], [0.0, 0.0, 0.0], [0.0, 0.0, 0.0], [0.0, 0.0, 0.0], [0.0, 0.0, 0.0], [0.0, 0.0, 0.0], [0.0, 0.0, 0.0], [0.0, 0.0, 0.0], [0.0, 0.0, 0.0], [0.0, 0.0, 0.0], [0.0, 0.0, 0.0], [0.0, 0.0, 0.0], [0.0, 0.0, 0.0], [0.0, 0.0, 0.0]],
  "lowdin_charge": [0.004, -0.474, 0.103, -0.417, -0.279, 0.213, -0.111, -0.241, 0.190, 0.770, -0.295, 0.073, 0.064, 0.088, 0.110, 0.120, 0.104, 0.016, 0.031, -0.042, -0.090, -0.093, -0.106, -0.117, -0.100, -0.090, 0.102, 0.103, 0.101, 0.079, 0.099, 0.103, -0.096, -0.100, -0.092, -0.090, -0.111, -0.097, 0.081, 0.093, 0.102, 0.103, 0.103, 0.103, -0.103, -0.091, -0.094, -0.095, -0.095, -0.099, 0.075, 0.104, 0.101, 0.100, 0.099, 0.084, -0.096, -0.097, -0.098, -0.098, -0.095, -0.098, 0.099, 0.100, 0.100, 0.100, 0.099, 0.082]
}

{
  "formula": "C7H21Be2O7",
  "method": "ωB97M-V with the def2-TZVPD basis set",
  "homo_ev": [-14.436, -14.437],
  "charge": 2,
  "gap_ev": [3.34, 3.83],
  "mol_weight_g_mol": 235.262,
  "s_squared": 1.53,
  "spin_multiplicity": 2,
  "symbols": ["Be", "Be", "C", "O", "H", "H", "H", "C", "C", "O", "O", "H", "H", "H", "H", "H", "H", "C", "C", "O", "O", "H", "H", "H", "H", "H", "H", "C", "C", "O", "O", "H", "H", "H", "H", "H", "H"],
  "xyz": [[-17.949860, -16.007690, 17.372450], [-15.114100, -14.549440, 19.833690], [-17.789050, -16.790850, 20.843610], [-17.298140, -15.980280, 19.836900], [-17.395990, -17.807510, 20.842500], [-17.582610, -16.326470, 21.807880], [-18.841490, -17.073140, 20.815460], [-14.991890, -19.364720, 21.226970], [-13.749170, -19.657550, 22.067340], [-12.792330, -18.592890, 22.097390], [-14.430760, -18.939270, 20.002950], [-15.492760, -18.508570, 21.678890], [-15.605790, -20.265380, 21.232500], [-13.305460, -20.504730, 21.544360], [-13.988020, -20.033480, 23.062190], [-12.476240, -18.160390, 21.300760], [-14.327100, -17.988410, 19.920990], [-15.094510, -14.944230, 23.202040], [-15.453840, -13.521110, 22.908170], [-16.174880, -13.391570, 21.669590], [-14.183680, -15.401320, 22.217920], [-15.989120, -15.564980, 23.152570], [-14.658310, -15.068330, 24.193210], [-14.478020, -13.037360, 22.864920], [-16.020210, -13.171700, 23.771440], [-17.123760, -13.301830, 21.784310], [-13.585800, -16.133400, 22.385820], [-20.986290, -20.248910, 20.452090], [-20.649400, -19.903790, 21.855960], [-21.081340, -21.010110, 22.652350], [-19.973000, -21.111130, 19.941850], [-20.939440, -19.431390, 19.732660], [-21.917020, -20.807640, 20.353780], [-21.270470, -19.028520, 22.046480], [-19.608980, -19.589850, 21.939990], [-21.080340, -20.635570, 23.536270], [-19.689050, -21.764310, 20.585530]],
  "atomic_forces_ev_per_a": [[0.1, -0.2, 0.8], [-0.9, -0.1, 2.4], [1.0, 0.4, 1.0], [-0.5, 0.0, -1.2], [0.6, -0.4, -0.4], [-0.2, -0.1, 0.1], [-0.7, 0.5, -0.7], [1.8, 1.4, 1.6], [0.4, -0.7, -1.2], [-0.7, 0.7, 1.9], [-0.8, -0.6, -1.8], [-0.6, -0.1, 0.2], [-0.1, 0.2, -0.8], [0.3, -0.1, 0.0], [0.2, 0.7, 0.2], [-0.4, -1.1, -0.6], [-0.2, -0.2, 0.5], [-0.3, -1.3, 0.2], [0.6, -0.6, 0.9], [1.3, -0.5, -1.2], [-0.2, 1.0, -2.3], [-0.2, -0.2, 0.2], [0.0, 0.3, 0.1], [-0.4, 0.8, -0.4], [-0.2, 0.4, -0.3], [-0.1, 0.0, 0.2], [-0.1, -0.5, 0.7], [1.3, -1.5, -1.1], [-2.0, 0.5, -0.3], [1.0, 1.1, 0.0], [0.8, -0.1, -0.8], [-0.4, 0.4, 0.3], [-0.4, 0.5, 0.4], [-0.1, 0.3, 0.6], [0.3, -0.4, 0.2], [-0.2, -0.6, 0.5], [-0.4, -0.1, 0.2]],
  "mulliken_spin": [0.868, 0.684, 0.022, -0.516, -0.080, 0.001, -0.080, -0.005, -0.003, -0.002, -0.008, 0.003, 0.000, 0.000, 0.000, 0.000, 0.004, -0.007, 0.006, 0.059, 0.057, -0.001, 0.004, 0.003, 0.002, -0.003, -0.007, -0.002, -0.001, 0.000, 0.000, 0.001, 0.000, 0.000, 0.000, 0.000, 0.000]
}

Per-record largest force on an atom, eV/A: 3.07 4.46 2.80
Per-record total energy, Ha: -308.69180 -1730.51474 -834.48399